86
Properties=species:S:1:pos:R:3 method="wB97M-V/def2-TZVPD" orbital_gap_ev=4.8 lumo_ev=-6.7 total_charge=+2
Sc 0.48 0.13 -0.29
C 0.07 -1.69 -4.34
C 0.77 -0.95 -3.40
N 0.15 -0.09 -2.59
C -1.17 0.11 -2.82
C -1.85 -0.65 -3.76
N -1.24 -1.57 -4.49
C -1.77 1.22 -2.06
C -2.78 2.02 -2.55
C -3.11 3.20 -1.87
C -2.38 3.52 -0.72
C -1.38 2.66 -0.29
N -1.11 1.52 -0.93
C -0.41 2.98 0.77
C -0.61 3.92 1.78
N 0.35 4.26 2.62
C 1.53 3.66 2.48
C 1.72 2.64 1.55
N 0.76 2.31 0.70
C -4.10 4.14 -2.42
C -4.94 4.90 -1.60
C -5.82 5.78 -2.20
N -5.91 5.95 -3.51
C -5.10 5.24 -4.29
C -4.18 4.33 -3.80
H 0.58 -2.40 -4.99
H 1.84 -1.04 -3.28
H -2.92 -0.53 -3.91
H -3.29 1.76 -3.47
H -2.57 4.45 -0.21
H -1.57 4.40 1.92
H 2.33 4.00 3.13
H 2.65 2.11 1.47
H -4.92 4.78 -0.53
H -6.49 6.39 -1.60
H -5.19 5.42 -5.36
H -3.52 3.81 -4.48
C -4.52 -4.28 5.72
O -3.92 -3.56 6.78
C -2.61 -3.27 6.72
C -1.79 -3.56 5.62
C -0.47 -3.16 5.62
C 0.06 -2.46 6.72
C -0.75 -2.26 7.85
C -2.07 -2.64 7.84
N 1.33 -1.91 6.80
N 2.12 -1.68 5.88
C 1.99 -1.45 4.53
C 3.03 -1.87 3.71
C 3.06 -1.59 2.34
C 2.05 -0.87 1.73
O 2.08 -0.50 0.45
C 0.92 -0.50 2.53
N -0.16 0.05 1.88
C -1.18 0.47 2.60
C -1.17 0.49 3.99
C -0.10 -0.06 4.66
C 0.93 -0.68 3.94
H -5.56 -4.40 6.00
H -4.06 -5.27 5.60
H -4.46 -3.73 4.78
H -2.18 -4.10 4.77
H 0.17 -3.41 4.79
H -0.30 -1.77 8.71
H -2.70 -2.48 8.70
H 3.82 -2.45 4.16
H 3.90 -1.92 1.75
H -2.04 0.84 2.05
H -2.00 0.93 4.54
H -0.06 0.00 5.74
C -1.39 -5.09 -2.02
N 0.01 -4.72 -2.20
C 0.90 -5.39 -3.01
C 2.10 -4.79 -2.85
N 1.93 -3.76 -1.95
C 3.05 -3.00 -1.42
C 0.64 -3.72 -1.56
Se -0.26 -2.54 -0.41
H -1.55 -6.08 -2.45
H -2.04 -4.37 -2.50
H -1.62 -5.12 -0.96
H 0.61 -6.22 -3.62
H 3.05 -5.00 -3.30
H 3.67 -3.64 -0.80
H 2.69 -2.18 -0.82
H 3.65 -2.63 -2.25

=====

7
Properties=species:S:1:pos:R:3 method="wB97M-V/def2-TZVPD" orbital_gap_ev="7.4 / 9.2" lumo_ev="-0.7 / -1.9" multiplicity=3 total_charge=0 relative_energy_kcal_mol=44.2
C -2.51 0.59 0.20
O 0.38 0.42 -0.24
F -2.30 -0.06 1.32
S 1.65 -0.05 -0.71
Cl -2.43 -0.46 -1.08
Cl 2.12 -1.70 0.49
Cl 3.09 1.25 0.03

=====

9
Properties=species:S:1:pos:R:3 method="wB97M-V/def2-TZVPD" orbital_gap_ev=7.4 smiles="N[P@@](=O)(Cl)OSCl" lumo_ev=-1.6 total_charge=0 relative_energy_kcal_mol=60.5
N -0.23 -1.49 0.72
P 0.14 0.21 0.83
O -0.74 0.90 1.64
Cl 1.82 0.23 1.97
O -0.39 0.33 -1.05
S 0.61 1.02 -2.33
Cl -0.12 2.41 -3.37
H -0.16 -2.02 0.06
H -0.93 -1.58 1.54

=====

35
Properties=species:S:1:pos:R:3 method="wB97M-V/def2-TZVPD" orbital_gap_ev=7.9 lumo_ev=0.4 total_charge=0 relative_energy_kcal_mol=165.5
C 1.15 3.22 3.80
C 0.59 4.55 2.91
C -0.64 2.77 0.85
C -1.83 2.14 0.39
C -1.74 0.99 -0.21
C -0.43 0.34 -0.35
C 0.68 0.98 0.33
C 0.68 -1.07 -2.15
C 0.82 -2.24 -2.98
C 1.24 -3.52 -2.23
C -0.98 -3.31 -0.87
C -1.37 -1.92 -0.70
H 2.13 3.56 4.22
H 1.35 2.24 3.20
H 0.38 2.84 4.59
H 0.40 5.49 3.55
H 1.55 5.06 2.09
H -2.81 2.74 0.83
H -2.69 0.42 -0.42
H 1.60 0.22 0.75
H 1.54 -0.51 -1.65
H 0.28 -0.33 -2.81
H -0.31 -2.20 -3.33
H 1.35 -2.10 -3.91
H 2.28 -3.25 -2.01
H 1.09 -4.54 -2.82
H 0.69 -2.99 0.09
H -1.85 -3.76 -1.61
H -1.31 -4.11 0.10
H -1.70 -1.61 0.39
H -2.18 -1.66 -1.38
N 0.59 2.01 0.93
N -0.17 -1.02 -0.84
N 0.48 -3.63 -0.80
S -0.85 4.19 2.03

=====

10
Properties=species:S:1:pos:R:3 method="wB97M-V/def2-TZVPD" orbital_gap_ev=9.8 lumo_ev=0.7 total_charge=0 relative_energy_kcal_mol=46.4
N 1.93 -0.02 -0.19
C 0.78 -0.31 0.51
O 0.77 -0.83 1.59
N -0.40 0.01 -0.21
C -1.60 -0.10 0.41
O -2.53 0.22 -0.49
H 2.76 -0.10 0.39
H 1.94 0.75 -0.85
H -0.33 0.28 -1.19
H -3.36 0.12 0.00

=====

26
Properties=species:S:1:pos:R:3 method="wB97M-V/def2-TZVPD" orbital_gap_ev="7.5 / 7.5" lumo_ev="-9.4 / -9.4" total_charge=+2 relative_energy_kcal_mol=68.1
C 0.86 -0.23 0.00
C -1.32 0.03 3.05
C -1.47 -1.02 -0.31
C -0.29 -0.20 -0.80
C -1.86 -0.24 1.93
C 0.11 0.58 2.37
C 2.18 -0.65 1.89
C 0.97 1.08 -2.28
C -1.09 0.09 -3.13
N 0.94 -0.15 1.30
N -0.20 0.30 -2.02
O -2.12 -0.21 0.74
H -2.23 -1.18 -1.07
H -1.14 -1.99 0.09
H -1.45 -0.05 4.10
H 0.75 0.60 3.25
H -0.07 1.60 2.04
H 2.85 0.18 2.14
H 1.97 -1.20 2.81
H 2.69 -1.30 1.18
H 1.27 1.01 -3.32
H 0.82 2.14 -2.03
H 1.77 0.71 -1.61
H -1.22 1.02 -3.68
H -0.65 -0.64 -3.82
H -2.07 -0.28 -2.83

=====

57
Properties=species:S:1:pos:R:3 method="wB97M-V/def2-TZVPD" orbital_gap_ev=8.6 smiles="CCCCn1c(N)c(N(CC(C)C)C(=O)CCCSc2nncs2)c(=O)[nH]c1=O" lumo_ev=0.3 total_charge=0 relative_energy_kcal_mol=3.4
C 5.61 1.94 -0.74
C 5.06 0.53 -0.61
C 3.78 0.50 0.22
C 3.24 -0.92 0.36
N 1.99 -0.97 1.11
C 0.79 -0.66 0.52
N 0.77 -0.38 -0.79
C -0.37 -0.69 1.27
N -1.62 -0.31 0.70
C -2.20 0.94 1.17
C -1.46 2.20 0.68
C -0.26 2.55 1.56
C -2.44 3.37 0.66
C -2.41 -1.19 0.04
O -3.51 -0.88 -0.39
C -1.80 -2.57 -0.16
C -2.73 -3.57 -0.85
C -3.22 -3.13 -2.23
S -1.89 -2.36 -3.23
C -2.25 -0.68 -2.96
N -1.37 0.18 -2.59
N -1.84 1.42 -2.49
C -3.09 1.51 -2.78
S -3.83 0.03 -3.25
C -0.36 -1.04 2.66
O -1.32 -1.12 3.40
N 0.92 -1.32 3.15
C 2.10 -1.29 2.46
O 3.17 -1.53 2.98
H 6.52 1.95 -1.33
H 4.88 2.60 -1.22
H 5.84 2.35 0.24
H 4.85 0.13 -1.61
H 5.80 -0.11 -0.14
H 3.03 1.15 -0.24
H 3.99 0.89 1.22
H 3.10 -1.40 -0.61
H 3.96 -1.52 0.94
H 1.63 -0.20 -1.29
H -0.09 -0.11 -1.26
H -2.23 0.93 2.26
H -3.22 0.95 0.79
H -1.11 2.03 -0.35
H 0.48 1.75 1.57
H 0.21 3.46 1.20
H -0.59 2.72 2.59
H -3.27 3.17 -0.01
H -1.94 4.28 0.32
H -2.84 3.55 1.66
H -1.54 -2.96 0.83
H -0.88 -2.47 -0.73
H -3.61 -3.73 -0.23
H -2.20 -4.51 -0.94
H -4.01 -2.38 -2.13
H -3.58 -3.98 -2.80
H -3.63 2.44 -2.74
H 0.99 -1.56 4.13

=====

67
Properties=species:S:1:pos:R:3 method="wB97M-V/def2-TZVPD" orbital_gap_ev="6.2 / 6.1" lumo_ev="-2.5 / -2.5" total_charge=+1
C -1.56 0.19 -2.07
C -0.36 -0.49 -2.46
C 0.73 0.42 -2.33
C 0.21 1.68 -1.87
C -1.21 1.52 -1.68
Ce -0.18 -0.03 0.08
C 2.82 0.50 1.66
C 1.35 0.70 1.99
H 0.94 -0.03 2.70
C 0.58 1.80 1.64
H 0.98 2.69 1.13
H -0.43 1.92 2.06
C 3.64 0.28 2.92
H 3.29 -0.61 3.46
H 4.70 0.13 2.68
H 3.55 1.14 3.58
C 3.38 1.65 0.83
H 2.91 1.73 -0.15
H 3.24 2.60 1.36
H 4.46 1.52 0.67
C -0.29 -1.89 -2.97
H -0.80 -2.60 -2.30
H -0.76 -1.98 -3.96
H 0.75 -2.23 -3.07
C 2.15 0.14 -2.71
H 2.43 -0.88 -2.45
H 2.29 0.26 -3.80
H 2.85 0.82 -2.21
C 0.95 2.97 -1.77
H 2.03 2.82 -1.88
H 0.64 3.67 -2.56
H 0.77 3.46 -0.81
C -2.15 2.57 -1.17
H -1.62 3.40 -0.70
H -2.75 2.99 -2.00
H -2.86 2.16 -0.44
C -2.94 -0.37 -2.13
H -3.63 0.19 -1.48
H -3.35 -0.33 -3.15
H -2.97 -1.42 -1.81
C 2.02 -1.87 0.58
C 2.99 -0.95 0.74
C 2.07 -2.90 -0.36
C 4.20 -1.10 0.06
H 1.34 -1.68 1.49
C 3.25 -3.03 -1.09
H 1.21 -3.57 -0.49
C 4.33 -2.15 -0.85
H 5.03 -0.42 0.24
H 3.36 -3.82 -1.83
H 5.27 -2.29 -1.37
C -4.12 -2.97 0.56
N -4.25 -1.62 1.06
C -5.40 -0.85 0.99
C -5.14 0.33 1.60
N -3.83 0.27 2.05
C -3.18 1.31 2.83
C -3.26 -0.92 1.69
Se -1.56 -1.56 2.13
H -3.12 -3.34 0.79
H -4.29 -3.00 -0.52
H -4.86 -3.63 1.05
H -6.30 -1.23 0.52
H -5.76 1.19 1.78
H -2.98 2.19 2.21
H -3.83 1.60 3.67
H -2.24 0.92 3.23

=====

no.,M (g mol⁻¹)
1,810.7
2,185.4
3,182.0
4,237.4
5,88.1
6,166.2
7,440.6
8,596.7